Entry from the OMol25 dataset: a gas-phase ion, C3H4N3 (charge +1) (the ωB97M-V functional and the def2-TZVPD basis).

Structure (XYZ):
```
10
Properties=species:S:1:pos:R:3
N -1.235 -0.862 0.579
C -0.488 0.178 0.518
C 0.799 0.466 -0.361
C 1.106 1.721 0.000
N 0.236 2.141 1.020
N -0.644 1.327 1.287
H -1.039 -1.694 0.029
H -2.072 -0.865 1.163
H 1.231 -0.208 -1.069
H 1.880 2.381 -0.344
```

Computed properties:
E_HOMO: -15.367 eV
energy relative to the best compared isomer or geometry (same formula, charge and spin): 6.82 kcal per mole
Kohn-Sham gap: 7.712 eV
charge: +1
calculated total energy: -280.6182 Eh


Entry from the OMol25 dataset: C10H16N2O in the gas phase (the ωB97M-V functional and the def2-TZVPD basis).

Structure (XYZ):
```
29
Properties=species:S:1:pos:R:3
C 0.718 1.951 -1.049
C 0.798 2.233 1.379
C 1.649 2.288 -0.059
C 2.174 -1.073 0.795
C 1.069 -1.996 1.192
C 0.912 -1.101 0.017
C -0.218 -0.061 -0.048
C 1.022 -1.397 -1.520
C -3.708 -0.558 0.546
C -2.426 0.330 0.631
N -0.185 0.936 -0.966
N -0.084 1.474 1.652
O -1.324 -0.576 0.514
H 0.521 2.684 -1.851
H 1.286 2.903 2.014
H 2.471 1.592 0.179
H 2.004 3.326 -0.174
H 2.431 -0.096 1.223
H 3.133 -1.490 0.449
H 1.246 -3.056 1.128
H 0.577 -1.845 2.123
H 1.532 -2.387 -1.495
H 1.580 -0.592 -2.098
H 0.019 -1.563 -1.962
H -4.501 0.041 0.035
H -3.475 -1.486 -0.082
H -4.151 -0.957 1.532
H -2.170 0.846 1.517
H -2.361 1.062 -0.248
```

Computed properties:
E_HOMO (alpha / beta): -7.454 / -7.453 eV
energy relative to the best compared isomer or geometry (same formula, charge and spin): 122.27 kcal per mole
Kohn-Sham gap (alpha / beta): 7.957 / 7.957 eV
charge: 0
calculated total energy: -575.1892 Eh


Entry from the OMol25 dataset: a gas-phase ion, C6H13N2O5S2 (charge +1) (the ωB97M-V functional and the def2-TZVPD basis).

Structure (XYZ):
```
28
Properties=species:S:1:pos:R:3
C 2.730 0.642 1.283
S 1.140 0.158 1.839
O 1.078 -0.486 3.094
O 0.186 1.209 1.555
N 0.737 -1.168 0.806
C -0.362 -1.795 1.181
O -1.159 -2.548 0.528
C -1.287 -2.477 -0.906
C -0.495 -1.136 -1.326
N -1.172 -0.003 -0.610
S -0.691 1.424 -0.878
C -1.689 2.432 0.243
O 0.706 1.812 -0.927
O -1.299 1.633 -2.493
C 0.837 -1.124 -0.679
H 3.252 0.689 2.153
H 3.097 -0.098 0.658
H 2.418 1.510 0.779
H -0.551 -1.868 2.274
H -1.007 -3.326 -1.613
H -2.291 -2.362 -0.996
H -0.597 -1.128 -2.392
H -2.592 2.568 -0.388
H -1.787 1.930 1.235
H -1.193 3.382 0.445
H -0.746 2.257 -3.042
H 1.375 -1.962 -0.886
H 1.361 -0.164 -0.939
```

Computed properties:
E_HOMO: -13.536 eV
energy relative to the best compared isomer or geometry (same formula, charge and spin): 45.76 kcal per mole
Kohn-Sham gap: 9.727 eV
charge: +1
calculated total energy: -1518.1036 Eh


Entry from the OMol25 dataset: C4H8N2 in the gas phase (the ωB97M-V functional and the def2-TZVPD basis).

Structure (XYZ):
```
14
Properties=species:S:1:pos:R:3
C 1.371 -0.500 0.994
C 0.302 1.118 -0.334
N -0.428 0.379 -1.189
C -1.626 -0.239 -0.663
C -1.314 -0.838 0.700
N -0.329 -0.764 1.409
H 1.785 -0.671 -0.008
H 1.632 -1.374 1.593
H 1.832 0.371 1.465
H -0.247 1.773 0.338
H 1.291 1.421 -0.658
H 0.135 -0.230 -1.778
H -2.016 -0.976 -1.367
H -2.388 0.531 -0.502
```

Computed properties:
E_HOMO (alpha / beta): -6.838 / -6.608 eV
energy relative to the best compared isomer or geometry (same formula, charge and spin): 122.57 kcal per mole
Kohn-Sham gap (alpha / beta): 7.516 / 6.988 eV
charge: 0
calculated total energy: -266.5267 Eh


Which value of charge does entry 4 give?
0


Which value of charge does entry 1 give?
+1